Record 1
ORCA calculation (ωB97M-V/def2-TZVPD) on a structure of composition C30H28FeO6P.

Atoms and positions in Å:
O  1.5423  1.1576  -4.8960
C  2.5160  0.6190  -4.5416
Fe  3.9879  -0.2146  -4.1363
C  3.5787  -1.5879  -5.1923
O  3.3465  -2.5276  -5.8124
C  4.8578  0.5467  -5.4756
O  5.5009  1.0596  -6.3070
C  3.2413  -0.9127  -2.2949
C  3.3162  0.5033  -1.8490
C  4.4553  1.1020  -2.5965
C  5.6149  0.3838  -2.8772
C  5.5946  -1.0170  -2.8974
C  4.3796  -1.6526  -2.5974
H  2.2834  -1.4206  -2.1845
H  2.3728  1.0438  -2.0711
H  3.3912  0.6194  -0.7423
H  4.4538  2.1839  -2.7179
H  6.5205  0.9168  -3.1724
H  6.4691  -1.5926  -3.2275
H  4.3128  -2.7394  -2.6745
C  -0.1918  6.1294  1.4276
O  -0.8679  5.1644  2.2681
C  -0.5857  3.8475  2.0437
C  -1.2442  2.9104  2.8674
C  -1.0149  1.5619  2.6886
C  -0.1512  1.1094  1.6779
P  0.0500  -0.6614  1.2163
C  -1.0525  -1.3741  2.5066
C  -2.4234  -1.6126  2.3215
C  -3.2218  -1.9920  3.3800
C  -2.6547  -2.1573  4.6616
O  -3.5053  -2.5248  5.6650
C  -2.9275  -2.7080  6.9792
C  -1.2676  -1.9359  4.8568
C  -0.4825  -1.5555  3.7843
C  -1.1516  -0.6911  -0.1733
C  -1.3366  -1.9382  -0.8055
C  -2.3347  -2.1068  -1.7473
C  -3.1635  -1.0072  -2.0869
O  -4.1850  -1.0877  -2.9893
C  -4.3788  -2.3628  -3.6456
C  -2.9608  0.2473  -1.4740
C  -1.9615  0.3966  -0.5355
C  0.5269  2.0472  0.8707
C  0.3105  3.4031  1.0384
H  -0.5638  7.0690  1.8345
H  0.9060  6.0604  1.5240
H  -0.4767  6.0123  0.3677
H  -1.9333  3.2725  3.6279
H  -1.5587  0.8695  3.3252
H  -2.9000  -1.4673  1.3558
H  -4.2896  -2.1604  3.2528
H  -3.7961  -3.0241  7.5562
H  -2.1448  -3.4867  6.9787
H  -2.5088  -1.7653  7.3718
H  -0.8371  -2.0541  5.8562
H  0.5765  -1.3629  3.9620
H  -0.7287  -2.8028  -0.5351
H  -2.5038  -3.0789  -2.2208
H  -5.1987  -2.1341  -4.3257
H  -3.4780  -2.6809  -4.1994
H  -4.6647  -3.1482  -2.9248
H  -3.6106  1.0767  -1.7461
H  -1.8558  1.3684  -0.0619
H  1.1992  1.7284  0.0727
H  0.8081  4.1359  0.3956

As for the max |F|: 8.07 eV Å⁻¹. The electronic energy is -3215.99659 hartree. As for the spin multiplicity: 5. As for the total charge: +1.

---

Record 2
ORCA calculation (ωB97M-V/def2-TZVPD) on a cluster of 6 separate species, C58H136ClN2O2P3 in total.

Atoms and positions in Å:
Cl  0.1892  -1.1971  1.8563
C  0.3783  2.9494  -11.7454
C  0.0186  3.6777  -10.4677
C  -0.4710  2.6786  -9.3959
C  -0.9990  3.2810  -8.1106
P  -1.7612  2.1498  -6.9864
C  -2.2565  3.2043  -5.5827
C  -2.9046  2.4578  -4.3794
C  -1.8806  2.0851  -3.3066
C  -2.5301  1.2520  -2.2051
C  -3.2241  1.3500  -7.6665
C  -3.0530  0.0484  -8.4139
C  -4.3944  -0.6289  -8.8317
C  -4.1658  -1.5288  -9.9974
C  -0.5412  0.9504  -6.4369
C  0.6720  1.6740  -5.8035
C  1.6304  0.7470  -5.1015
C  2.2059  -0.4878  -5.8277
H  -0.4956  2.3516  -12.0077
H  1.2248  2.2622  -11.6025
H  0.6712  3.5626  -12.6079
H  -0.7822  4.3778  -10.7204
H  0.7766  4.2559  -9.9872
H  0.4049  2.0444  -9.1436
H  -1.1905  1.9577  -9.8096
H  -1.6998  4.0544  -8.3459
H  -0.2318  3.8150  -7.5005
H  -2.9632  3.9190  -6.0025
H  -1.3707  3.7413  -5.2117
H  -3.4301  1.5768  -4.7435
H  -3.6958  3.0807  -3.9797
H  -1.4379  3.0077  -2.9159
H  -0.9964  1.5732  -3.6907
H  -3.3367  1.8154  -1.7376
H  -1.7741  1.0123  -1.4573
H  -2.9916  0.3461  -2.5696
H  -3.6884  2.1182  -8.2773
H  -3.8673  1.2204  -6.8090
H  -2.5626  -0.6863  -7.7985
H  -2.4022  0.1606  -9.2793
H  -5.1549  0.0978  -9.1547
H  -4.7650  -1.2015  -7.9905
H  -3.5534  -2.3736  -9.7324
H  -3.7050  -1.0256  -10.8761
H  -5.0697  -2.0555  -10.3346
H  -0.2958  0.4895  -7.3871
H  -0.9779  0.2555  -5.7169
H  0.3247  2.4070  -5.1067
H  1.1445  2.2147  -6.6205
H  1.0330  0.3698  -4.2907
H  2.4346  1.3168  -4.6187
H  1.4219  -1.1407  -6.2180
H  2.8199  -1.1088  -5.1686
H  2.8760  -0.2514  -6.6504
C  3.7264  4.2389  -0.2545
C  2.8218  3.3234  -1.0079
C  2.8676  1.8282  -0.5301
C  4.2227  1.2225  -0.7224
P  4.5883  -0.2909  0.1079
C  6.3055  -0.7870  -0.1009
C  7.3906  0.2393  0.1256
C  7.7805  0.8758  -1.2003
C  8.9278  1.8195  -1.0311
C  4.0796  -0.2795  1.8775
C  4.5776  0.9279  2.7077
C  3.8948  1.0206  4.0743
C  4.2300  2.3928  4.6821
C  3.5379  -1.5685  -0.6826
C  3.5146  -1.5824  -2.2052
C  2.7090  -2.7019  -2.7520
C  1.2138  -2.4394  -2.4461
H  4.7491  3.9562  -0.4500
H  3.5456  4.2741  0.8160
H  3.6531  5.2590  -0.6767
H  3.2782  3.2461  -2.0108
H  1.8042  3.7232  -1.0892
H  2.0969  1.2890  -1.0732
H  2.6762  1.7726  0.5870
H  4.9617  1.9893  -0.4225
H  4.4418  1.1430  -1.7762
H  6.3410  -1.1733  -1.1299
H  6.3493  -1.6284  0.6229
H  8.2426  -0.2858  0.5591
H  7.1504  1.0187  0.9027
H  6.8830  1.3158  -1.6408
H  8.0872  0.1377  -1.9405
H  9.7966  1.2000  -0.7282
H  8.7458  2.5619  -0.2705
H  9.2223  2.2962  -1.9715
H  4.4147  -1.2505  2.2843
H  2.9828  -0.3156  1.8972
H  4.3613  1.8380  2.0873
H  5.6759  0.9748  2.8119
H  4.3098  0.1746  4.6515
H  2.7904  0.8809  3.9882
H  5.3330  2.4594  4.7341
H  3.7712  2.4191  5.6712
H  3.9631  3.2462  4.0709
H  2.5632  -1.4563  -0.2150
H  3.9659  -2.5608  -0.4517
H  4.5400  -1.7172  -2.5709
H  3.1133  -0.6432  -2.6194
H  3.1079  -3.5993  -2.2754
H  2.8754  -2.8856  -3.8104
H  0.6407  -3.3345  -2.8380
H  0.8448  -1.5528  -2.9650
H  0.9752  -2.4220  -1.4132
C  -4.3883  -3.2081  5.8542
C  -3.1353  -2.4536  5.5302
C  -3.3420  -0.9902  5.0114
C  -1.9548  -0.2877  4.9150
P  -1.8976  1.4936  4.5821
C  -2.3162  1.6395  2.8352
C  -3.7552  1.7222  2.3744
C  -4.3825  3.0739  2.6466
C  -5.9187  3.0437  2.7507
C  -2.9581  2.3330  5.7969
C  -2.4915  2.1069  7.2838
C  -3.2098  3.1185  8.1000
C  -3.2591  2.6833  9.5489
C  -0.2162  2.0770  4.9501
C  0.0638  3.5604  4.8810
C  0.1307  4.2215  3.5181
C  1.1235  3.6748  2.5520
H  -4.1444  -4.2231  6.2297
H  -4.9747  -3.2576  4.9287
H  -5.0392  -2.7274  6.5758
H  -2.4497  -2.9289  4.8153
H  -2.5126  -2.3819  6.4671
H  -4.0123  -0.4323  5.6819
H  -3.8362  -1.0489  4.0556
H  -1.3428  -0.7760  4.1699
H  -1.4109  -0.3869  5.8445
H  -1.8276  0.7492  2.4182
H  -1.6859  2.3439  2.2636
H  -4.3747  0.9848  2.8810
H  -3.8029  1.6109  1.2743
H  -4.0380  3.7916  1.9149
H  -3.9982  3.5088  3.5613
H  -6.3651  4.0257  2.6416
H  -6.2994  2.6783  3.7156
H  -6.3354  2.4226  1.9409
H  -3.9878  1.9570  5.5629
H  -3.0271  3.4172  5.6176
H  -1.4153  2.2039  7.4424
H  -2.6589  1.0782  7.5842
H  -4.1752  3.2941  7.6560
H  -2.5897  4.0159  8.0396
H  -3.7554  3.4986  10.1286
H  -2.2363  2.4630  9.8974
H  -3.7774  1.7541  9.6786
H  0.4198  1.6028  4.2226
H  -0.0434  1.6997  5.9542
H  1.1286  3.6723  5.2323
H  -0.5823  4.0928  5.5762
H  0.4366  5.2425  3.7746
H  -0.8786  4.3088  3.1473
H  2.0301  3.4052  3.0637
H  1.4434  4.3627  1.7686
H  0.7057  2.8217  1.9864
C  1.8037  -3.6756  5.0589
N  1.4545  -4.7912  4.0766
C  -0.0229  -5.0934  4.1774
C  1.7048  -4.3724  2.6390
C  2.2937  -5.9978  4.5037
C  1.8349  -6.8063  5.7489
O  1.8981  -5.9735  6.9225
H  0.9947  -2.9331  5.0664
H  2.7841  -3.2689  4.8104
H  1.9077  -4.1838  5.9979
H  -0.1737  -5.9930  3.5985
H  -0.6071  -4.2391  3.7979
H  -0.2932  -5.3193  5.2306
H  1.1674  -3.4803  2.4630
H  1.3912  -5.1593  1.9404
H  2.7945  -4.2738  2.6245
H  3.2966  -5.5513  4.6387
H  2.3469  -6.6757  3.6276
H  2.5590  -7.6419  5.7961
H  0.8523  -7.2369  5.5761
H  2.1520  -6.4789  7.6932
C  -3.1117  -2.6257  1.7233
N  -3.0425  -3.4724  0.4398
C  -4.4200  -3.3661  -0.2955
C  -1.9469  -2.8182  -0.4777
C  -2.7158  -4.9365  0.6188
C  -3.5786  -5.6992  1.5406
O  -3.3295  -5.3636  2.9147
H  -3.9934  -2.9420  2.2676
H  -3.1210  -1.5976  1.3900
H  -2.1806  -2.7526  2.2857
H  -4.2764  -3.7558  -1.2961
H  -4.6923  -2.3136  -0.3743
H  -5.1488  -3.9239  0.2969
H  -1.9634  -3.4398  -1.3592
H  -1.0093  -2.7834  0.0670
H  -2.2400  -1.8285  -0.7689
H  -1.6810  -5.0068  0.9392
H  -2.8430  -5.3912  -0.3633
H  -3.3514  -6.7623  1.3493
H  -4.6378  -5.5612  1.2357
H  -3.7832  -5.9797  3.5129

As for the max |F|: 3.04 eV Å⁻¹. The electronic energy is -4034.56748 hartree. As for the total charge: +4.